[1]
Molecular formula: C12H17NO2
Method: DFT, ωB97M-V with the def2-TZVPD basis set

Last column: Löwdin charge in e.
Element x y z (Å)
C 3.25 -1.76 -0.81  -0.1290
C 3.40 -0.47 0.01  -0.2750
N 2.20 -0.40 0.88  -0.1344
C 1.62 0.84 1.21  -0.1811
C 0.62 1.06 -0.08  -0.2287
C -0.03 2.46 -0.25  -0.1745
C -1.51 2.40 -0.09  -0.1051
C -1.65 0.82 -0.02  -0.0651
C -0.48 0.02 -0.16  -0.1081
C -0.65 -1.39 0.06  -0.0360
C -1.94 -1.95 0.14  -0.0384
C -3.05 -1.16 0.26  -0.2340
O -4.28 -1.88 0.46  -0.0005
C -2.90 0.19 -0.07  -0.2251
O -4.06 0.81 -0.24  0.0990
H 4.18 -1.85 -1.45  0.0794
H 3.12 -2.79 -0.43  0.0710
H 2.41 -1.46 -1.51  0.0804
H 3.38 0.15 -0.83  0.0690
H 4.40 -0.44 0.56  0.1218
H 1.57 -1.24 1.04  0.1187
H 2.30 1.71 1.20  0.1164
H 1.23 0.70 2.24  0.1255
H 1.36 0.79 -0.95  0.1503
H 0.41 2.93 0.66  0.1110
H 0.25 2.97 -1.23  0.1365
H -1.62 2.94 0.82  0.1013
H -2.21 2.86 -0.80  0.1170
H 0.19 -2.11 -0.21  0.1062
H -1.95 -2.98 0.43  0.1129
H -4.69 -2.09 -0.42  0.1213
H -4.86 0.35 -0.43  0.0974

Its SMILES is CCNC[C@@H]1CCc2c1ccc(O)c2O. The gap between HOMO and LUMO comes out at 8.4 eV.

[2]
Molecular formula: C12H18BNO5S
Method: DFT, ωB97M-V with the def2-TZVPD basis set

Last column: Löwdin charge in e.
Element x y z (Å)
C 1.00 -1.13 3.60  -0.0934
C 1.58 -0.25 2.49  -0.2329
C 0.57 0.81 2.04  -0.1261
C 0.60 1.29 0.59  -0.2594
O 1.84 1.92 0.25  -0.1454
S 2.84 0.93 -0.49  0.5941
O 3.28 1.58 -1.68  -0.2154
O 3.80 0.43 0.43  -0.2164
O 1.79 -0.19 -0.82  -0.1445
C 0.37 0.22 -0.51  -0.1956
B -0.37 -1.12 0.00  -0.4405
O 0.26 -2.33 -0.12  0.1731
C -1.83 -1.02 0.61  -0.1421
C -2.80 -2.06 0.00  -0.0913
C -0.19 0.77 -1.80  -0.1256
C 0.22 1.97 -2.37  0.0059
C -0.34 2.37 -3.57  -0.1187
N -1.26 1.67 -4.23  0.0683
C -1.66 0.53 -3.68  -0.1235
C -1.16 0.05 -2.48  0.0081
H 0.60 -0.54 4.42  0.0799
H 0.21 -1.78 3.23  0.0661
H 1.78 -1.78 4.02  0.0767
H 1.87 -0.90 1.65  0.0948
H 2.50 0.23 2.82  0.1153
H 0.71 1.71 2.64  0.1342
H -0.45 0.47 2.25  0.1066
H -0.21 2.02 0.50  0.1691
H 0.63 -2.66 0.71  0.1211
H -2.22 -0.01 0.49  0.1095
H -1.77 -1.21 1.69  0.1018
H -3.82 -1.66 -0.01  0.0763
H -2.82 -2.97 0.60  0.0773
H -2.54 -2.34 -1.02  0.0615
H 0.97 2.60 -1.91  0.1118
H -0.02 3.30 -4.02  0.1121
H -2.41 -0.03 -4.22  0.1107
H -1.54 -0.89 -2.11  0.0967

Its SMILES is CCC[C@H]1OS(=O)(=O)O[C@]1(B(O)CC)c1ccncc1. The gap between HOMO and LUMO comes out at 10.3 eV.

[3]
Molecular formula: C12H18CaMnN2O10
Method: DFT, ωB97M-V with the def2-TZVPD basis set

Last column: Löwdin charge in e.
Element x y z (Å)
Ca 4.31 3.30 -0.26  1.7549
Mn 0.70 2.35 -1.79  1.2511
O 2.44 3.53 -1.66  -0.5355
H 2.74 3.04 -2.45  -0.0268
N 2.59 0.22 -0.36  -0.5680
O 1.74 0.45 -1.19  -0.0381
O 3.06 1.23 0.11  -0.1610
O 2.99 -0.89 -0.10  0.1083
C -1.44 1.21 4.24  -0.0003
C -1.29 2.39 3.37  -0.3089
C -0.41 3.63 3.84  -0.0830
O 0.39 3.91 2.76  0.0514
C 0.27 2.85 1.84  -0.4455
O 0.77 2.91 0.72  0.0438
O -0.63 1.95 2.21  0.0907
H -2.08 0.49 3.71  0.0911
H -1.77 1.58 5.21  0.1108
H -0.46 0.73 4.24  0.1036
H -2.25 2.78 3.03  0.1605
H 0.19 3.32 4.70  0.1391
H -0.81 4.64 3.93  0.1510
C -3.45 -2.56 -1.04  0.0183
C -3.60 -0.98 -0.90  -0.2248
C -3.63 -0.35 0.51  -0.0217
O -2.49 0.54 0.53  0.1164
C -1.93 0.51 -0.62  -0.6134
O -0.95 1.19 -0.92  0.0401
O -2.38 -0.41 -1.35  0.1510
H -3.48 -2.68 -2.13  0.0862
H -4.36 -3.08 -0.75  0.0913
H -2.55 -3.00 -0.62  0.0930
H -4.42 -0.65 -1.53  0.1597
H -3.40 -1.05 1.31  0.1473
H -4.59 0.16 0.59  0.1463
N 3.07 -2.39 -2.21  0.0058
C 1.98 -3.14 -2.57  -0.1769
C 2.29 -4.13 -3.45  -0.1122
C 3.63 -3.95 -3.76  -0.0986
C 4.11 -2.97 -2.88  -0.1414
H 3.15 -1.80 -1.39  0.0511
H 1.05 -2.98 -2.06  0.0960
H 1.60 -4.82 -3.92  0.1017
H 4.27 -4.52 -4.42  0.0955
H 5.05 -2.58 -2.53  0.1000

Its charge is +2. As for the spin multiplicity: 6. The gap between HOMO and LUMO (spin up / spin down) comes out at 3.2 / 3.2 eV. As for the expectation value of S²: 8.75.

[4]
Molecular formula: C12H18F2N3NiO13S2
Method: DFT, ωB97M-V with the def2-TZVPD basis set

Last column: Löwdin charge in e.
Element x y z (Å)
Ni -7.42 4.05 13.84  0.7188
C -3.97 1.96 12.88  0.0172
C -2.71 2.38 12.31  -0.3499
C -2.58 3.90 11.90  -0.3588
O -1.50 4.25 11.46  0.0338
C -3.68 4.78 12.14  0.0126
C -4.87 4.26 12.60  -0.3537
C -4.97 2.86 13.10  -0.3490
O -6.11 2.48 13.59  -0.1127
O -5.92 5.01 12.69  -0.1181
O -1.71 1.69 12.27  0.0366
H -4.07 0.92 13.16  0.1090
H -3.66 5.81 11.83  0.1064
N -8.92 4.32 12.59  -0.3132
S -9.01 3.52 11.11  0.5156
O -8.97 4.36 9.97  -0.2304
O -9.91 2.42 11.11  -0.2583
F -7.60 2.85 11.23  -0.1291
S -10.24 5.22 12.49  0.4951
O -11.46 4.57 12.19  -0.2410
O -10.04 6.53 11.99  -0.2572
F -10.35 5.47 14.09  -0.1951
C -7.37 8.11 12.82  0.0763
N -7.60 7.50 14.16  -0.3747
O -7.77 6.30 14.18  -0.0062
O -7.68 8.23 15.12  0.0724
H -6.83 7.41 12.20  0.1001
H -6.79 9.01 13.04  0.0970
H -8.34 8.41 12.44  0.0954
C -5.99 6.47 17.23  0.0412
N -5.36 5.55 16.26  -0.3915
O -4.21 5.72 15.95  0.1252
O -6.08 4.68 15.79  0.0301
H -5.62 6.24 18.23  0.1037
H -7.06 6.39 17.17  0.0835
H -5.68 7.49 17.02  0.0976
C -10.14 1.54 14.50  -0.0508
C -8.79 1.68 15.20  -0.2149
O -8.37 3.04 15.31  -0.2439
C -9.04 3.80 16.32  -0.2449
C -8.50 3.47 17.69  -0.0588
H -10.37 0.47 14.48  0.0840
H -10.95 2.02 15.05  0.0737
H -10.13 1.87 13.46  0.0523
H -8.81 1.18 16.17  0.1170
H -8.07 1.17 14.56  0.1207
H -8.86 4.84 16.06  0.0943
H -10.13 3.73 16.23  0.1192
H -8.76 2.47 18.03  0.0718
H -8.90 4.18 18.43  0.0824
H -7.42 3.63 17.71  0.0690

Its charge is -1. As for the spin multiplicity: 3. The gap between HOMO and LUMO (spin up / spin down) comes out at 6.1 / 6.0 eV. As for the expectation value of S²: 2.00.

[5]
Molecular formula: C12H18F2N3NiO13S2
Method: DFT, ωB97M-V with the def2-TZVPD basis set

Last column: Löwdin charge in e.
Element x y z (Å)
Ni -0.02 0.53 0.01  0.6807
C 3.38 -0.67 2.02  0.0153
C 3.66 -1.80 2.86  -0.3580
C 2.59 -2.97 2.88  -0.3530
O 2.85 -3.92 3.59  0.0309
C 1.37 -2.79 2.13  0.0067
C 1.16 -1.64 1.43  -0.3842
C 2.20 -0.57 1.35  -0.3654
O 1.99 0.41 0.53  -0.0952
O 0.01 -1.40 0.88  -0.1226
O 4.66 -1.95 3.54  0.0378
H 4.12 0.12 1.95  0.1122
H 0.63 -3.58 2.09  0.1036
N -0.38 2.45 -0.26  -0.3089
S 0.75 3.44 -1.03  0.5216
O 1.72 4.04 -0.20  -0.2177
O 0.23 4.13 -2.15  -0.2529
F 1.54 2.26 -1.73  -0.1694
S -1.52 3.57 -0.09  0.4785
O -2.47 3.64 -1.15  -0.2626
O -1.10 4.78 0.54  -0.2531
F -2.39 2.88 1.06  -0.1907
C -1.77 1.02 4.11  0.0653
N -0.53 0.76 3.34  -0.3801
O 0.44 0.35 3.91  0.1467
O -0.61 1.01 2.14  0.0055
H -1.65 1.98 4.61  0.1072
H -1.84 0.25 4.87  0.0996
H -2.63 1.04 3.45  0.0897
C -3.43 -1.77 -0.14  0.0691
N -3.15 -0.36 0.21  -0.3715
O -2.14 0.14 -0.27  0.0112
O -4.01 0.26 0.78  0.1088
H -2.71 -2.08 -0.90  0.0951
H -4.46 -1.83 -0.48  0.0995
H -3.23 -2.40 0.72  0.1091
C -1.21 -0.48 -3.95  -0.0519
C -0.34 0.43 -3.10  -0.2455
O 0.19 -0.21 -1.93  -0.2418
C 1.04 -1.33 -2.14  -0.2327
C 2.23 -1.03 -3.03  -0.0590
H -0.55 -1.17 -4.49  0.0708
H -1.88 -1.03 -3.30  0.0743
H -1.76 0.12 -4.68  0.0827
H 0.46 0.88 -3.69  0.1185
H -0.89 1.27 -2.66  0.1086
H 1.34 -1.78 -1.21  0.1118
H 0.46 -2.11 -2.65  0.1177
H 1.96 -0.80 -4.06  0.0673
H 2.89 -1.90 -3.03  0.0835
H 2.84 -0.19 -2.68  0.0868

Its charge is -1. As for the spin multiplicity: 3. The gap between HOMO and LUMO (spin up / spin down) comes out at 5.8 / 5.7 eV. As for the expectation value of S²: 2.00.

[6]
Molecular formula: C12H18GeN2O3RuS2
Method: DFT, ωB97M-V with the def2-TZVPD basis set

Last column: Löwdin charge in e.
Element x y z (Å)
Ru -0.37 -0.41 0.18  1.1537
O -0.13 1.65 1.45  -0.2195
N -0.33 2.76 0.77  -0.2090
C 0.29 3.88 1.17  -0.0073
C 0.12 5.07 0.50  -0.0465
C -0.71 5.10 -0.62  -0.0558
C -1.32 3.94 -1.03  -0.0771
C -1.12 2.74 -0.34  -0.6274
S -1.84 1.26 -0.82  0.7110
H 0.91 3.78 2.05  0.1415
H 0.63 5.95 0.85  0.1106
H -0.86 6.02 -1.17  0.1117
H -1.96 3.91 -1.90  0.1091
S 1.92 -4.40 -0.78  0.6304
C 1.18 -3.01 -0.55  -0.9241
N 0.63 -1.98 -0.37  -0.1161
C -3.80 -2.93 2.48  -0.2123
Ge -2.28 -1.79 1.92  0.7185
C -0.55 -2.47 2.61  -0.2278
C -2.54 -0.01 2.73  -0.2312
C -2.16 -1.67 -0.04  -0.3669
H -3.84 -2.97 3.57  0.0183
H -3.69 -3.94 2.09  0.0163
H -4.73 -2.50 2.11  0.0177
H -0.59 -2.65 3.69  0.0242
H 0.24 -1.73 2.43  -0.0058
H -0.26 -3.40 2.12  0.0168
H -2.87 -0.10 3.76  0.0219
H -3.28 0.58 2.18  0.0190
H -1.60 0.54 2.72  -0.0182
H -3.00 -1.19 -0.54  -0.0320
H -1.90 -2.59 -0.54  -0.0066
C 3.55 0.39 0.88  -0.0275
O 2.15 0.05 0.84  -0.1388
C 1.38 0.63 -0.09  -0.5921
O 1.71 1.49 -0.85  0.0520
H 3.80 0.67 1.90  0.0903
H 3.75 1.21 0.19  0.0850
H 4.12 -0.49 0.59  0.0941

As for the spin multiplicity: 5. The gap between HOMO and LUMO (spin up / spin down) comes out at 8.0 / 6.6 eV. As for the expectation value of S²: 6.03.

| no. | M (g mol⁻¹) | energy (a.u.) |
| --- | --- | --- |
| 1 | 207.273 | -672.56146 |
| 2 | 299.157 | -1322.07884 |
| 3 | 445.296 | -3157.94953 |
| 4 | 573.107 | -4114.75339 |
| 5 | 573.107 | -4114.74894 |
| 6 | 476.101 | -3771.30819 |